# C27H76AsF6O11

A molecular structure, C27H76AsF6O11 in a non-equilibrium geometry (ωB97M-V with the def2-TZVPD basis set, OMol25).

Summary:
LUMO level: 2.25 eV
Charge: -1

Geometry as XYZ:
```
121
Properties=species:S:1:pos:R:3:mulliken_charge:R:1
As -0.70 -0.03 0.19 2.128
F 0.17 -0.63 -1.26 -0.744
F -1.66 0.97 -0.96 -0.174
F -1.68 0.52 1.56 -0.537
F 0.26 -1.11 1.21 -0.052
F 0.49 1.23 0.46 -0.188
F -1.91 -1.33 0.04 -0.626
O 2.29 -2.13 3.00 -0.724
H 1.59 -2.36 3.64 0.285
H 1.81 -1.87 2.21 0.060
O -3.36 3.02 1.55 -0.668
H -2.44 2.75 1.64 0.250
H -3.75 2.86 2.42 0.364
C -0.23 3.57 -3.51 -0.943
C -0.72 3.91 -2.12 1.908
C -0.59 5.43 -1.89 -1.737
O -2.09 3.63 -1.97 -0.628
H -0.91 3.87 -4.30 0.359
H -0.06 2.49 -3.64 -0.178
H 0.79 3.94 -3.62 0.427
H -0.22 3.37 -1.32 -0.490
H -0.84 5.62 -0.84 0.405
H -1.21 6.15 -2.42 0.394
H 0.43 5.78 -2.09 0.339
H -2.15 2.68 -1.84 0.029
C 0.91 -0.95 -4.25 -1.109
C 2.24 -0.38 -3.73 0.817
C 2.93 0.41 -4.85 -1.865
O 1.98 0.57 -2.70 1.231
H 0.30 -0.12 -4.60 0.229
H 0.37 -1.45 -3.45 -0.047
H 1.07 -1.65 -5.07 0.526
H 2.91 -1.12 -3.29 0.083
H 3.92 0.68 -4.51 0.500
H 2.35 1.30 -5.08 0.279
H 2.94 -0.20 -5.76 0.453
H 1.29 0.14 -2.17 -0.434
C 5.42 3.44 -0.88 -1.688
C 4.14 2.64 -1.18 1.602
C 2.89 3.27 -0.64 -0.621
O 4.16 2.44 -2.58 -0.691
H 5.81 3.38 0.14 0.323
H 5.20 4.45 -1.24 0.400
H 6.30 3.13 -1.46 0.424
H 4.28 1.66 -0.70 -0.644
H 2.64 4.21 -1.13 0.237
H 2.88 3.37 0.44 0.439
H 2.07 2.57 -0.79 -0.329
H 3.47 1.80 -2.81 0.163
C -6.59 1.57 3.98 -1.423
C -5.14 1.29 4.29 0.474
C -4.59 0.33 3.20 -1.013
O -4.47 2.56 4.15 -0.587
H -7.17 0.64 4.03 0.359
H -6.64 1.93 2.96 0.344
H -7.05 2.31 4.64 0.347
H -4.96 0.91 5.30 0.404
H -3.51 0.25 3.17 -0.034
H -4.98 0.64 2.23 0.384
H -5.00 -0.64 3.50 0.453
H -3.87 2.72 4.89 0.272
C 3.88 1.72 4.52 -1.698
C 2.72 1.16 3.73 1.703
C 1.59 0.63 4.63 -1.107
O 2.13 2.17 2.91 -0.626
H 4.21 0.92 5.19 0.381
H 3.58 2.52 5.20 0.390
H 4.70 2.06 3.88 0.358
H 3.15 0.35 3.14 -0.327
H 0.75 0.21 4.06 0.003
H 1.19 1.40 5.29 0.416
H 1.89 -0.19 5.28 0.309
H 1.57 1.71 2.27 0.037
C -5.51 1.01 -3.31 -1.511
C -4.49 -0.08 -3.06 0.830
C -3.14 0.22 -3.68 -0.848
O -4.31 -0.18 -1.66 -0.524
H -6.45 0.66 -2.90 0.393
H -5.57 1.26 -4.37 0.365
H -5.14 1.90 -2.80 0.279
H -4.88 -1.04 -3.40 0.170
H -2.41 -0.53 -3.37 -0.162
H -2.71 1.19 -3.41 0.156
H -3.20 0.20 -4.77 0.487
H -3.40 -0.38 -1.41 0.158
C -1.51 -4.09 3.09 -1.428
C -0.89 -3.50 4.35 0.913
C 0.06 -4.48 5.00 -1.522
O -0.18 -2.29 4.10 -0.542
H -1.72 -5.15 3.14 0.439
H -0.82 -4.02 2.24 0.262
H -2.43 -3.55 2.83 0.351
H -1.76 -3.42 5.00 0.099
H 0.94 -4.65 4.38 0.340
H -0.40 -5.44 5.24 0.431
H 0.43 -4.09 5.95 0.355
H -0.64 -1.83 3.39 0.159
C 3.05 -1.61 -0.10 -0.682
C 4.45 -2.10 0.30 0.490
C 5.57 -1.49 -0.51 -1.377
O 4.67 -1.80 1.68 -0.599
H 3.00 -1.73 -1.18 -0.095
H 2.90 -0.57 0.17 0.040
H 2.30 -2.22 0.40 0.500
H 4.43 -3.20 0.35 0.211
H 5.56 -0.40 -0.49 0.179
H 5.40 -1.77 -1.55 0.376
H 6.53 -1.88 -0.19 0.420
H 3.83 -1.94 2.15 0.441
C -2.31 -3.82 -3.32 -0.784
C -0.94 -4.42 -3.02 0.769
C -0.59 -4.36 -1.56 -1.114
O -0.96 -5.75 -3.53 -0.596
H -3.07 -3.96 -2.55 0.354
H -2.78 -4.08 -4.27 0.434
H -2.26 -2.73 -3.29 -0.142
H -0.19 -3.82 -3.55 0.022
H -1.21 -5.02 -0.95 0.404
H -0.77 -3.35 -1.20 -0.043
H 0.46 -4.53 -1.34 0.459
H -0.14 -6.20 -3.31 0.332
```

# C27H76O13

11 unconnected molecules or ions with the total composition C27H76O13 in a non-equilibrium geometry (ωB97M-V with the def2-TZVPD basis set, OMol25).

Summary:
LUMO level: 0.35 eV
Charge: 0
SMILES string: CC(C)O.CC(C)O.CC(C)O.CC(C)O.CC(C)O.OCCO.OCCO.CCO.CCO.CCO.CCO

Geometry as XYZ:
```
116
Properties=species:S:1:pos:R:3:mulliken_charge:R:1
C -0.77 -0.74 -2.54 -1.323
C 0.61 -0.65 -1.92 1.021
C 0.54 0.36 -0.73 -0.267
O 1.01 -1.94 -1.31 -0.034
H -0.80 -1.33 -3.45 0.428
H -1.13 0.28 -2.80 0.458
H -1.47 -1.16 -1.74 -0.052
H 1.38 -0.40 -2.65 0.056
H 0.09 1.29 -1.09 0.337
H 1.50 0.65 -0.28 -0.421
H -0.18 0.02 0.02 0.038
H 1.40 -1.73 -0.39 0.100
C -0.50 4.79 2.92 -1.386
C -1.09 3.45 2.53 1.429
C -2.62 3.42 2.56 -1.299
O -0.71 3.08 1.18 -0.283
H -0.76 5.05 3.97 0.373
H -0.82 5.63 2.22 0.289
H 0.58 4.66 2.76 0.285
H -0.60 2.71 3.15 -0.580
H -2.99 3.55 3.57 0.468
H -2.88 2.38 2.27 0.237
H -3.01 4.10 1.81 0.350
H -1.52 2.72 0.66 -0.084
C 2.89 -4.29 -4.09 -1.085
C 2.70 -5.35 -3.04 0.415
C 3.33 -5.02 -1.71 -1.094
O 1.36 -5.70 -2.91 -0.625
H 2.27 -3.44 -3.84 0.007
H 2.48 -4.72 -4.98 0.360
H 3.94 -4.09 -4.22 0.397
H 3.18 -6.25 -3.29 0.371
H 3.02 -5.69 -0.93 0.367
H 3.15 -4.00 -1.31 -0.077
H 4.39 -5.22 -1.83 0.496
H 0.81 -5.06 -2.45 0.644
C -7.10 -0.16 0.40 -1.026
C -7.01 -1.70 0.28 0.257
C -5.59 -2.25 0.33 -1.256
O -7.59 -2.33 1.39 -0.548
H -6.63 0.20 1.31 0.292
H -8.15 -0.04 0.34 0.366
H -6.68 0.24 -0.53 0.182
H -7.51 -1.97 -0.63 0.309
H -5.02 -2.08 -0.59 0.433
H -5.54 -3.37 0.36 0.392
H -4.98 -1.93 1.19 0.274
H -8.51 -2.40 1.29 0.320
C 4.06 -3.08 1.65 -1.316
C 2.53 -2.69 1.65 0.683
C 1.95 -2.77 3.05 -1.417
O 2.25 -1.40 1.02 -0.214
H 4.53 -2.63 0.74 0.136
H 4.25 -4.16 1.61 0.354
H 4.51 -2.66 2.53 0.370
H 2.06 -3.39 1.06 0.205
H 0.88 -2.46 3.12 0.072
H 2.59 -2.16 3.67 0.348
H 2.01 -3.78 3.36 0.518
H 2.82 -0.69 1.30 0.102
O 4.47 3.89 -0.88 -0.587
C 3.37 4.76 -0.56 -0.700
C 2.51 4.19 0.51 -0.365
O 1.90 3.04 -0.02 0.434
H 4.04 3.24 -1.48 0.396
H 3.79 5.68 -0.17 0.486
H 2.68 5.00 -1.39 0.092
H 1.83 4.92 0.93 0.265
H 3.21 3.97 1.35 0.209
H 0.95 2.96 0.23 0.139
O 3.66 0.94 1.53 -0.578
C 5.01 0.96 1.07 -0.543
C 5.19 0.26 -0.35 -0.223
O 4.17 0.91 -1.08 -0.096
H 3.18 1.52 0.90 -0.140
H 5.39 1.97 0.99 0.295
H 5.45 0.44 1.91 0.492
H 5.06 -0.81 -0.28 -0.085
H 6.22 0.38 -0.75 0.432
H 4.33 1.12 -2.03 0.220
C 1.29 2.13 -4.70 -1.031
C 1.55 3.08 -3.53 -0.162
O 2.46 2.49 -2.57 -0.356
H 0.89 2.69 -5.55 0.445
H 0.52 1.30 -4.50 0.064
H 2.26 1.74 -5.07 0.243
H 0.60 3.31 -3.05 0.203
H 1.90 4.10 -3.76 0.417
H 2.02 2.48 -1.72 0.057
C -1.18 1.01 5.21 -1.140
C -0.67 0.15 3.99 -0.174
O -1.19 0.40 2.68 -0.139
H -0.93 0.47 6.11 0.419
H -2.25 1.16 5.26 0.302
H -0.77 2.04 5.18 0.192
H -0.77 -0.89 4.35 0.394
H 0.39 0.45 3.98 0.231
H -0.68 -0.29 2.21 -0.044
C -5.43 3.30 -0.56 -1.215
C -4.29 2.32 -0.80 -0.256
O -2.99 2.92 -0.57 -0.361
H -5.30 3.89 0.37 0.273
H -6.36 2.76 -0.44 0.320
H -5.58 3.88 -1.42 0.451
H -4.33 2.05 -1.85 0.311
H -4.33 1.50 -0.18 0.305
H -3.01 3.77 -1.02 0.170
C -1.75 -3.64 0.28 -0.975
C -1.71 -4.28 -1.08 -0.252
O -0.37 -4.26 -1.60 -0.675
H -2.72 -3.60 0.73 0.397
H -1.34 -2.66 0.18 0.003
H -1.11 -4.18 0.93 0.385
H -2.38 -3.77 -1.82 0.185
H -1.95 -5.33 -1.01 0.450
H 0.21 -3.55 -1.13 0.272
```

Computed highest occupied orbital energy (eV) in order:
-7.3, -8.9
Computed energy relative to the best compared isomer or geometry (same formula, charge and spin) (kJ/mol) in order:
20.4, 11.2